No. 1
A structure of composition C40H45CaN5O2S4. Source: the OMol25 dataset; level of theory: the ωB97M-V functional and the def2-TZVPD basis.

Geometry (Å):
Ca  0.27608  0.33092  0.70086
C  -2.92901  2.30041  -1.71321
C  -3.82799  1.96990  -0.52318
S  -3.15846  0.64880  0.52329
C  -3.33276  1.39389  2.16074
C  -2.56747  2.69249  2.40646
S  -0.77485  2.58811  2.13514
C  -0.43040  3.93716  0.96962
C  -1.25360  4.00913  -0.31077
S  -1.16858  2.52524  -1.35934
H  -3.31136  3.18789  -2.22151
H  -2.95521  1.48834  -2.44109
H  -4.80840  1.67192  -0.89836
H  -3.98330  2.85430  0.09303
H  -2.98167  0.61131  2.83304
H  -4.38980  1.56895  2.37084
H  -2.72275  2.98901  3.44445
H  -2.95046  3.50348  1.78824
H  0.62478  3.77632  0.73674
H  -0.51676  4.88909  1.49640
H  -0.89778  4.86473  -0.88671
H  -2.30297  4.19803  -0.08563
C  -1.93618  -5.21479  -3.70226
C  -3.11696  -4.52624  -3.07638
C  -4.41954  -4.89960  -3.38410
C  -5.51094  -4.26678  -2.80739
C  -5.30396  -3.22514  -1.91633
C  -4.01457  -2.82079  -1.60674
C  -2.92324  -3.47619  -2.17226
N  -1.58636  -3.09631  -1.88219
C  -1.22895  -2.31306  -0.78180
N  -1.78802  -2.75700  0.35745
C  -1.75634  -2.33461  1.72504
C  -1.04896  -1.20763  2.13194
C  -1.06380  -0.97855  3.51806
C  -1.70772  -1.80783  4.42678
C  -2.43342  -2.89254  3.95284
C  -2.47728  -3.17406  2.59473
C  -3.26461  -4.36343  2.09969
N  -0.38836  -1.32240  -0.90254
C  0.07346  -1.04272  -2.22081
C  -0.78783  -0.51025  -3.17886
C  -0.35267  -0.26550  -4.47181
C  0.96058  -0.55315  -4.81596
C  1.82483  -1.06117  -3.85722
C  1.40843  -1.30609  -2.55191
C  2.36471  -1.84105  -1.52097
H  -2.25478  -6.08247  -4.27728
H  -1.22431  -5.53828  -2.94074
H  -1.39704  -4.54715  -4.38108
H  -4.57649  -5.71313  -4.08297
H  -6.51537  -4.58608  -3.05240
H  -6.14537  -2.71634  -1.46335
H  -3.85448  -2.00355  -0.91292
H  -1.03183  -2.90199  -2.70310
H  -2.30469  -3.60792  0.20971
H  -0.50447  -0.13199  3.91562
H  -1.65565  -1.61244  5.49217
H  -2.96614  -3.53920  4.64168
H  -3.79182  -4.83809  2.92605
H  -2.62005  -5.12696  1.65008
H  -4.01448  -4.08064  1.35365
H  -1.81721  -0.32873  -2.89269
H  -1.03713  0.13946  -5.20678
H  1.31337  -0.37470  -5.82378
H  2.85565  -1.26856  -4.12008
H  3.34618  -2.01090  -1.96194
H  2.00995  -2.77840  -1.08857
H  2.50651  -1.14442  -0.69024
C  7.18584  4.38122  4.59497
C  6.15096  3.49879  3.95100
C  4.80502  3.85764  3.94873
C  3.85644  3.05480  3.33751
C  4.25457  1.87762  2.72106
C  5.58705  1.49609  2.71610
C  6.52550  2.30916  3.33163
S  3.03306  0.88013  1.92303
O  3.72330  -0.26786  1.37299
O  1.97628  0.61888  2.88311
N  2.30367  1.73046  0.80142
C  2.79105  1.83957  -0.48798
C  4.13988  1.90857  -0.86257
C  4.44088  2.05111  -2.20118
C  3.41714  2.12223  -3.14205
C  2.11674  2.03227  -2.68250
N  1.80434  1.88948  -1.39636
H  6.72155  5.14401  5.21860
H  7.78694  4.88805  3.83739
H  7.86632  3.79814  5.21630
H  4.49673  4.77551  4.43511
H  2.80850  3.33015  3.34200
H  5.86901  0.56776  2.23706
H  7.56798  2.01218  3.33466
H  4.91784  1.85240  -0.11456
H  5.47558  2.10994  -2.51659
H  3.62236  2.23254  -4.19764
H  1.27557  2.05910  -3.36840

relative energy (zero: lowest compared OMol25 entry of this formula, charge and spin): 0.0 kJ/mol
2S+1: 1
total charge: 0
max |F|: 0.45 eV/Å
LUMO level: 0.296 eV
HOMO energy: -0.2673 Eh

No. 2
A structure of composition C40H45Cl2F28MgN3O15PS3Si. Source: the OMol25 dataset; level of theory: the ωB97M-V functional and the def2-TZVPD basis.

Geometry (Å):
C  -2.34488  2.59713  0.26435
Si  -1.49915  0.91181  0.31594
C  -2.70690  -0.29912  -0.47866
C  0.12063  1.10020  -0.61469
C  1.14077  -0.06758  -0.49006
C  1.10292  -0.96715  -1.67673
F  1.73055  -0.49186  -2.75299
F  -0.19859  -1.13380  -2.05313
C  1.63128  -2.34538  -1.30091
C  2.78834  -2.81876  -1.81337
C  3.56784  -1.96989  -2.77585
O  3.57587  -2.27562  -3.94289
O  4.18692  -0.90188  -2.27630
C  5.60883  -0.85672  -2.48278
C  6.27532  -0.87515  -1.10546
O  5.68178  0.10870  -0.29458
C  7.74596  -0.54953  -1.23874
F  7.95540  0.61366  -1.83278
F  8.38523  -1.50625  -1.90143
F  8.29213  -0.46912  -0.03646
C  3.30760  -4.03968  -1.51683
P  4.83338  -4.70479  -2.22920
S  6.22710  -4.91256  -0.89016
C  2.63279  -4.75518  -0.64902
F  3.10032  -5.91177  -0.29360
N  1.52167  -4.34005  -0.07287
C  0.92980  -5.24323  0.93615
C  1.27740  -4.82791  2.35547
O  2.32867  -5.66907  2.79927
C  3.53371  -5.03759  3.17391
C  3.43664  -4.27466  4.48477
F  2.32098  -4.58777  5.14427
F  3.41120  -2.97218  4.23177
C  4.62655  -4.61778  5.39499
F  5.77479  -4.59098  4.71412
F  4.40936  -5.85774  5.82185
C  4.78943  -3.69496  6.64227
F  3.68663  -3.00767  6.91556
F  5.03889  -4.47811  7.70178
C  5.97442  -2.73195  6.55334
F  5.91881  -1.94468  7.63315
F  5.84353  -1.94587  5.48853
C  0.98357  -3.12963  -0.38548
O  -0.12470  -2.78223  0.22547
C  -1.27152  0.46197  2.11288
C  -2.03599  -0.50617  2.69087
C  -1.91586  -0.80529  3.99325
C  -1.03806  -0.15275  4.77834
C  -0.26857  0.79338  4.21311
C  -0.37822  1.09078  2.91297
H  -2.38358  2.97303  -0.74479
H  -1.77292  3.27080  0.88698
H  -3.33633  2.50329  0.68479
H  -3.69073  0.14897  -0.44855
H  -2.49637  -0.49994  -1.51994
H  -2.77467  -1.24738  0.02718
H  -0.09539  1.26702  -1.66464
H  0.61224  1.99631  -0.26394
H  1.05937  -0.62121  0.41488
H  2.13025  0.35379  -0.46007
H  5.87358  0.02123  -3.05158
H  5.93724  -1.73949  -3.01156
H  6.13065  -1.85570  -0.67991
H  5.48244  0.85470  -0.86435
H  5.27921  -3.88735  -3.27416
H  4.52815  -6.00569  -2.79417
H  1.23870  -6.25682  0.76607
H  -0.13574  -5.22656  0.77846
H  0.41473  -4.81784  3.00512
H  1.62499  -3.79338  2.33449
H  3.84825  -4.34106  2.40269
H  4.28051  -5.80879  3.22902
H  6.92076  -3.25354  6.52304
H  -0.01291  -2.66139  1.18859
H  -2.77088  -1.05108  2.12387
H  -2.52089  -1.55561  4.46091
H  -0.98813  -0.41193  5.81010
H  0.43879  1.34152  4.80765
H  0.25436  1.86309  2.51278
O  3.04899  -0.60833  1.32586
H  3.92927  -0.43858  0.96156
Mg  3.15432  -7.11158  -3.33078
C  2.00075  -1.55166  -7.37017
O  3.37233  -1.68243  -6.98743
H  1.94349  -1.57647  -8.45253
H  1.41223  -2.37996  -6.95896
H  1.59343  -0.60163  -7.01959
H  3.40827  -1.65573  -6.02945
C  -5.13715  7.05272  1.70857
C  -4.64447  5.85341  0.87366
C  -5.17964  5.68954  -0.55379
F  -6.51264  5.50783  -0.58006
F  -4.61351  4.59747  -1.11186
F  -4.83758  4.71854  1.57561
F  -3.29903  6.01738  0.74487
O  -6.17546  6.84322  2.66043
C  -7.50504  6.90369  2.33211
C  -8.20459  5.55849  2.54277
F  -7.63807  4.58742  1.80594
F  -9.50217  5.65609  2.16316
F  -7.69239  7.38461  1.09112
F  -8.08091  7.78571  3.17970
H  -4.28257  7.32299  2.32559
H  -5.33430  7.92479  1.08617
H  -4.92490  6.56034  -1.16445
H  -8.15988  5.26511  3.59287
C  3.53407  0.96570  -10.25305
F  3.87516  -0.27812  -9.92078
F  3.70671  1.74197  -9.17761
F  4.38770  1.38965  -11.19168
S  1.79454  1.01489  -10.85026
O  1.01574  0.57006  -9.72930
O  1.78621  0.16246  -12.00294
N  1.74852  2.56923  -11.14212
S  0.40646  3.18711  -11.71328
O  -0.69572  3.23332  -10.79757
O  0.09129  2.84266  -13.06853
C  1.00671  4.92484  -11.80450
F  2.06669  5.03826  -12.61206
F  1.37188  5.38390  -10.60245
F  0.04839  5.72577  -12.27357
Cl  -6.48378  1.42513  3.93210
C  -8.01851  1.39341  4.83610
C  -8.64113  2.76414  4.91047
Cl  -7.69455  3.88587  5.93565
H  -7.82446  0.98098  5.82279
H  -8.69000  0.71847  4.30869
H  -9.63632  2.70398  5.34655
H  -8.72660  3.20284  3.92076
C  -4.83764  2.33017  7.54509
C  -4.08839  1.18955  7.05167
N  -3.49140  0.28231  6.66862
H  -5.23986  2.90134  6.71252
H  -5.65949  1.98196  8.16753
H  -4.19056  2.97298  8.13848
C  -4.92728  -2.86726  3.67564
O  -5.85837  -3.27311  4.36117
O  -3.80248  -3.42745  3.56952
O  -4.95480  -1.83234  2.96100

2S+1: 1
total charge: -1
max |F|: 2.98 eV/Å
LUMO level: -3.739 eV
HOMO energy: -0.2010 Eh

No. 3
A structure of composition C40H45N3O2PdS2Sb. Source: the OMol25 dataset; level of theory: the ωB97M-V functional and the def2-TZVPD basis.

Geometry (Å):
Pd  -0.41466  0.35892  0.10369
C  -4.48833  1.10405  -1.83048
C  -3.40008  0.43657  -1.24800
N  -2.56892  1.03008  -0.41373
C  -2.75788  2.33904  -0.10584
C  -3.79129  3.09145  -0.67439
C  -4.67624  2.43018  -1.55501
C  -3.89995  4.46989  -0.34798
C  -2.99423  5.05887  0.49778
C  -1.97519  4.30517  1.09279
C  -1.86156  2.94071  0.83385
N  -0.93379  2.09166  1.35751
C  -0.23798  2.26809  2.51633
C  -0.57346  3.12295  3.56281
C  0.25802  3.23169  4.68722
C  1.41347  2.49714  4.78056
C  1.75321  1.56056  3.76466
C  2.89502  0.73098  3.81487
C  3.11809  -0.17535  2.81286
C  2.19036  -0.27555  1.76636
N  1.11777  0.48910  1.70327
C  0.90252  1.42301  2.66268
H  -5.15127  0.56515  -2.49248
H  -3.19157  -0.59875  -1.47906
H  -5.49717  2.97959  -2.00095
H  -4.69878  5.05313  -0.78827
H  -3.06227  6.11710  0.70950
H  -1.24806  4.79563  1.72438
H  -1.49377  3.68870  3.52194
H  -0.01915  3.90635  5.48608
H  2.06369  2.60147  5.64040
H  3.58433  0.81978  4.64626
H  3.98650  -0.81943  2.81876
H  2.32261  -0.98939  0.96287
O  1.42519  0.57860  -1.06550
S  2.21180  1.82915  -1.50951
C  1.15268  2.71591  -2.70555
C  -0.15650  2.00102  -3.04087
C  -0.10434  0.92839  -4.12704
C  0.69467  -0.33549  -3.81237
S  -0.20168  -1.56423  -2.82831
O  -0.90613  -0.89333  -1.63264
C  1.17980  -2.49252  -2.20283
C  1.23807  -2.80402  -0.85579
C  2.27708  -3.59761  -0.38862
C  3.24001  -4.07411  -1.26755
C  3.16098  -3.76636  -2.61966
C  2.12396  -2.97991  -3.09896
C  3.52474  1.13006  -2.48511
C  4.23821  0.13434  -1.81828
C  5.30579  -0.47865  -2.45151
C  5.67133  -0.08524  -3.73324
C  4.96689  0.91736  -4.38312
C  3.88625  1.53388  -3.76467
H  1.74604  2.93998  -3.58680
H  0.94670  3.66434  -2.21029
H  -0.85593  2.77516  -3.36296
H  -0.57836  1.57233  -2.13565
H  0.33749  1.35618  -5.02997
H  -1.12869  0.66217  -4.40089
H  1.65049  -0.15226  -3.32780
H  0.87509  -0.88016  -4.74280
H  0.47059  -2.44301  -0.18423
H  2.32885  -3.86418  0.66078
H  4.04165  -4.70307  -0.90301
H  3.89973  -4.15248  -3.30939
H  2.05779  -2.76875  -4.15956
H  3.95376  -0.16436  -0.81636
H  5.86463  -1.25066  -1.93891
H  6.51603  -0.55264  -4.22234
H  5.25955  1.23117  -5.37631
H  3.36907  2.31844  -4.29585
C  -1.86162  -4.28577  0.32626
C  -1.26453  -3.65296  1.57813
Sb  -1.71122  -1.57373  1.77485
C  -1.23473  -1.11761  3.81196
C  -1.38278  -2.33206  4.73249
C  -3.83987  -1.47984  1.60977
C  -4.50990  -2.36195  2.66346
H  -1.63946  -5.35338  0.32033
H  -1.44933  -3.86042  -0.58894
H  -2.94716  -4.18234  0.29463
H  -0.18115  -3.75607  1.63596
H  -1.69124  -4.06334  2.49599
H  -1.89431  -0.29418  4.09132
H  -0.21173  -0.74384  3.81943
H  -2.38263  -2.76191  4.71509
H  -1.18344  -2.01971  5.75881
H  -0.66765  -3.11712  4.48928
H  -4.07060  -1.79987  0.59364
H  -4.11243  -0.42951  1.70521
H  -4.18021  -3.40067  2.61714
H  -5.58652  -2.36029  2.48414
H  -4.35070  -1.98735  3.67331

<S²>: 6.073
2S+1: 5
total charge: +3
max |F|: 0.85 eV/Å
LUMO level (alpha / beta): -8.073 / -10.806 eV
HOMO energy (alpha / beta): -0.5756 / -0.5942 Eh

No. 4
A cluster of 5 separate species, C40H45NO21 in total. Source: the OMol25 dataset; level of theory: the ωB97M-V functional and the def2-TZVPD basis.

Geometry (Å):
C  3.06672  -4.73323  -0.86184
C  4.13866  -3.97336  -0.65560
C  4.60094  -2.90183  -1.58527
O  5.50468  -2.97279  -2.36638
O  3.85425  -1.80137  -1.40812
C  4.38512  -0.59119  -1.98297
C  3.91523  0.63916  -1.19841
C  3.13139  1.66129  -2.02181
C  1.64613  1.34483  -2.30542
C  1.05452  0.19633  -1.49276
C  -0.42424  0.00728  -1.82339
C  -1.09669  -1.19796  -1.10705
C  -2.30596  -0.73619  -0.24148
N  -3.50553  -1.57459  -0.35747
C  -4.10531  -1.86185  0.95064
C  -1.51642  -2.21954  -2.16469
O  -2.38450  -1.58064  -3.08758
C  -2.72206  -2.42059  -4.18621
C  -1.93338  -2.07686  -5.44441
O  -0.13191  -1.76508  -0.16725
C  0.18321  -3.07129  -0.23634
O  -0.15314  -3.87036  0.56745
H  2.50476  -5.12205  -0.01768
H  2.74382  -5.05311  -1.84879
H  4.73679  -4.12500  0.24029
H  4.05732  -0.50981  -3.02502
H  5.47314  -0.63957  -2.02069
H  4.81573  1.15640  -0.85435
H  3.39153  0.34100  -0.28643
H  3.66085  1.82170  -2.96607
H  3.16399  2.60641  -1.47290
H  1.07418  2.24417  -2.05776
H  1.46861  1.18045  -3.37446
H  1.20390  0.39041  -0.42793
H  1.58676  -0.72661  -1.74961
H  -0.50003  -0.12767  -2.90509
H  -0.95352  0.93221  -1.57564
H  -1.96519  -0.77409  0.79652
H  -2.55135  0.30240  -0.47643
H  -4.16044  -1.00363  -0.87805
H  -3.61200  -2.73644  1.37449
H  -5.17284  -2.06204  0.82826
H  -4.01790  -1.01918  1.65052
H  -2.05490  -3.05570  -1.70577
H  -0.63865  -2.59067  -2.71623
H  -2.52358  -3.46596  -3.92061
H  -3.80030  -2.36696  -4.36503
H  -2.39384  -1.26732  -6.01158
H  -1.87744  -2.95575  -6.09266
H  -0.90810  -1.79010  -5.19835
H  0.86341  -3.32940  -1.06304
C  -4.44784  2.68844  -4.99119
C  -4.07663  1.70243  -4.15913
C  -4.73476  1.50039  -2.80985
O  -4.30937  0.55127  -2.17582
C  -5.77052  2.40799  -2.38332
C  -6.13672  3.39594  -3.21480
C  -5.50233  3.58665  -4.57980
O  -5.93155  4.50887  -5.25000
O  -7.07226  4.28582  -2.93523
O  -3.12055  0.82840  -4.41992
H  -3.98968  2.84401  -5.95749
H  -6.21956  2.26229  -1.41101
H  -7.12813  4.87421  -3.71632
H  -3.04246  0.22557  -3.63924
C  -0.55936  6.56833  0.80561
C  -0.33100  5.36547  0.25972
C  0.95241  4.59963  0.49951
O  1.03858  3.50663  -0.03543
C  1.97754  5.19779  1.32256
C  1.75181  6.40308  1.86755
C  0.45630  7.15854  1.64973
O  0.35527  8.23593  2.20692
O  2.61960  7.03993  2.63321
O  -1.19053  4.73550  -0.52621
H  -1.47397  7.12036  0.64259
H  2.90400  4.65891  1.46918
H  2.19163  7.88298  2.88760
H  -0.76598  3.88798  -0.76953
C  -1.19663  -3.90729  4.65375
C  -1.17205  -4.84180  5.61463
C  -2.38259  -5.15802  6.46682
O  -2.25088  -6.03785  7.29904
C  -3.60227  -4.41018  6.24960
C  -3.62624  -3.47414  5.29036
C  -2.42102  -3.17294  4.42598
O  -2.56285  -2.31317  3.57520
O  -4.68511  -2.73228  5.00408
O  -0.10676  -5.57166  5.90913
H  -0.34080  -3.67744  4.03466
H  -4.45771  -4.63359  6.87104
H  -4.41136  -2.14992  4.26578
H  -0.37876  -6.16529  6.63773
C  6.60821  1.05744  2.45055
C  6.75814  0.15776  3.43424
C  5.60348  -0.28223  4.31032
O  5.85306  -1.11700  5.16078
C  4.29978  0.30324  4.08778
C  4.15054  1.20292  3.10495
C  5.30234  1.63121  2.22016
O  5.05057  2.44641  1.34968
O  2.99885  1.78746  2.81144
O  7.90688  -0.42536  3.73209
H  7.42661  1.37660  1.82089
H  3.48266  -0.00995  4.72193
H  3.17442  2.36871  2.04441
H  7.71922  -1.02918  4.47949

SMILES: C=CC(=O)OCCCCCC[C@@](CNC)(COCC)OC=O.O=C1C=C(O)C(=O)C=C1O.O=C1C=C(O)C(=O)C=C1O.O=C1C=C(O)C(=O)C=C1O.O=C1C=C(O)C(=O)C=C1O
2S+1: 1
total charge: 0
max |F|: 1.18 eV/Å
LUMO level: -1.696 eV
HOMO energy: -0.3208 Eh